(1)
Formula: C21H46GaNO10S6
Source: the OMol25 dataset
Level of theory: wB97M-V/def2-TZVPD

The calculation puts the HOMO-LUMO gap at 1.8 eV. As for the total charge: -2. The calculation puts the lowest unoccupied orbital energy at 2.5 eV. As for the max |F|: 0.124 hartree/bohr. The spin multiplicity is 1.

Each line ends with the Löwdin charge.
Positions of all 85 atoms, in Å:
1 C 1.50440 -0.68546 0.91095  -0.020
2 C 1.08282 -0.21188 -0.56672  -0.460
3 O 1.87094 0.55345 -1.15944  0.007
4 O -0.12502 -0.71415 -1.07209  -0.147
5 C -0.65486 0.09981 -2.16247  -0.284
6 Ga -1.69397 1.75937 -1.44938  0.442
7 C -0.63445 2.78085 0.04079  -0.676
8 O -0.39839 2.08979 1.10425  -0.223
9 O -0.24048 4.09551 -0.06134  -0.341
10 C -3.43059 1.06048 -0.47846  -0.271
11 C -3.91364 -0.31050 -0.90384  -0.093
12 C -5.13881 -0.93050 -0.22770  -0.086
13 C -5.70840 0.00277 0.84713  -0.123
14 C -5.07348 1.34875 1.06721  -0.202
15 N -3.94971 1.97435 0.47345  0.032
16 H 1.98649 0.20794 1.43858  0.076
17 H 2.28413 -1.51201 0.86234  0.069
18 H 0.57350 -1.01974 1.49638  0.052
19 H -1.41698 -0.57085 -2.71641  0.035
20 H 0.12626 0.37090 -2.96054  0.055
21 H -2.13887 2.74023 -2.65044  -0.089
22 H -3.37253 -0.88046 -1.71953  0.063
23 H -5.58201 -1.94780 -0.45111  0.065
24 H -6.60475 -0.31958 1.46776  0.060
25 H -5.58555 2.00094 1.86707  0.083
26 C 5.87200 -0.29442 4.43769  -0.287
27 S 4.12660 -0.75097 4.36523  0.799
28 O 3.92229 -1.52737 3.10556  -0.554
29 C 3.50494 0.91952 4.07903  -0.264
30 H 6.46058 -1.20270 4.57415  0.030
31 H 6.16762 0.19272 3.50619  0.051
32 H 6.04098 0.37607 5.28237  0.046
33 H 3.94831 1.33160 3.17129  0.064
34 H 3.74712 1.55026 4.93670  0.046
35 H 2.42160 0.86982 3.96155  0.059
36 C 10.44703 -1.95129 1.47452  -0.286
37 S 8.88455 -1.52621 2.27217  0.797
38 O 8.76440 -2.36882 3.50172  -0.567
39 C 7.82179 -2.25721 1.00965  -0.256
40 H 11.26350 -1.61832 2.11463  0.048
41 H 10.51287 -3.03223 1.33575  0.058
42 H 10.51470 -1.44443 0.51197  0.023
43 H 8.04941 -3.31894 0.90095  0.056
44 H 7.97432 -1.74004 0.06071  0.052
45 H 6.78292 -2.13938 1.32208  0.052
46 C -1.65192 -4.38639 3.44287  -0.285
47 S -0.34633 -3.95319 2.27079  0.816
48 O -0.02545 -2.51267 2.47210  -0.539
49 C -1.37377 -4.07232 0.79096  -0.259
50 H -1.23963 -4.33667 4.45096  0.041
51 H -2.48058 -3.68119 3.35457  0.058
52 H -1.99938 -5.40220 3.24361  0.040
53 H -2.21865 -3.38564 0.86768  0.061
54 H -1.73046 -5.09828 0.67631  0.042
55 H -0.76580 -3.80192 -0.07318  0.053
56 C -8.95920 3.72828 -2.74218  -0.309
57 S -7.36621 2.87572 -2.74336  0.798
58 O -7.62542 1.44919 -2.38134  -0.568
59 C -6.71164 3.69981 -1.27710  -0.258
60 H -9.55857 3.34049 -3.56386  0.020
61 H -9.47741 3.54864 -1.80068  0.038
62 H -8.80078 4.79887 -2.88514  0.052
63 H -7.36994 3.52263 -0.42477  0.055
64 H -6.62597 4.77097 -1.47003  0.051
65 H -5.72233 3.29237 -1.06028  0.037
66 C 14.49964 -0.30079 -2.16439  -0.277
67 S 12.93755 0.12610 -1.36525  0.817
68 O 12.81934 -0.71562 -0.13692  -0.557
69 C 11.87405 -0.60604 -2.62699  -0.268
70 H 15.31618 0.03252 -1.52376  0.047
71 H 14.56463 -1.38169 -2.30216  0.056
72 H 14.56637 0.20597 -3.12863  0.050
73 H 12.10176 -1.66769 -2.73580  0.058
74 H 12.02538 -0.08917 -3.57619  0.053
75 H 10.83619 -0.48860 -2.31382  0.051
76 C -13.29546 1.51549 -1.52440  -0.271
77 S -12.01377 1.98014 -2.70846  0.828
78 O -11.72751 3.43224 -2.50801  -0.556
79 C -13.05292 1.83244 -4.17807  -0.272
80 H -12.87441 1.57587 -0.52084  0.052
81 H -14.14266 2.19945 -1.60440  0.053
82 H -13.61881 0.49164 -1.72007  0.050
83 H -13.91490 2.49658 -4.09347  0.053
84 H -13.38381 0.79816 -4.28816  0.049
85 H -12.46096 2.11662 -5.04851  0.050

(2)
Formula: C21H46N3OP2SZn
Source: the OMol25 dataset
Level of theory: wB97M-V/def2-TZVPD

The energy above the lowest of the compared OMol25 structures with the same formula, charge and spin is 0.0 kJ/mol. The calculation puts the HOMO-LUMO gap at 6.9 eV. As for the total charge: +1. The calculation puts the lowest unoccupied orbital energy at -2.5 eV. As for the max |F|: 0.118 hartree/bohr. The spin multiplicity is 1.

Each line ends with the Löwdin charge.
Positions of all 75 atoms, in Å:
1 Zn -0.32193 0.02732 -0.42801  -0.092
2 P -0.19153 -2.29995 -1.27620  0.994
3 P -0.20898 2.44357 -1.03307  0.994
4 N -0.09915 0.16297 -3.05430  -0.164
5 C -0.12887 -2.34654 -3.13233  -0.288
6 H 0.57381 -3.12675 -3.48468  0.093
7 H -1.13973 -2.56077 -3.53890  0.089
8 C 0.38233 -1.04014 -3.75240  -0.278
9 H 1.47177 -0.99691 -3.78049  0.112
10 H 0.07203 -0.96136 -4.80650  0.120
11 C 0.37793 1.43670 -3.63222  -0.271
12 H 0.07031 1.45662 -4.68991  0.120
13 H 1.46791 1.39982 -3.65442  0.112
14 C -0.14481 2.66540 -2.87922  -0.289
15 H -1.15386 2.91223 -3.26784  0.088
16 H 0.54543 3.48383 -3.15529  0.092
17 C 1.30645 3.34193 -0.46181  -0.551
18 C 1.63184 2.94567 0.98474  -0.124
19 H 2.58855 3.41831 1.25106  0.090
20 H 1.74816 1.85518 1.09543  0.034
21 H 0.86317 3.31119 1.68442  0.062
22 C -1.75049 3.37057 -0.55458  -0.536
23 C -1.84362 3.53895 0.96179  -0.127
24 H -2.83243 3.95749 1.19538  0.089
25 H -1.07872 4.22929 1.34697  0.067
26 H -1.76917 2.57373 1.48330  0.004
27 C -1.74551 -3.25297 -0.89322  -0.538
28 C -1.86470 -3.54223 0.60267  -0.125
29 H -2.85163 -3.99077 0.78251  0.089
30 H -1.80953 -2.61919 1.20010  0.007
31 H -1.10495 -4.26201 0.94398  0.068
32 C 1.32128 -3.26645 -0.80020  -0.548
33 C 1.66214 -3.02505 0.67576  -0.127
34 H 2.63883 -3.48932 0.87920  0.091
35 H 0.91642 -3.49035 1.33929  0.062
36 H 1.74630 -1.95247 0.90904  0.033
37 C 1.78726 0.03353 -0.52372  -0.042
38 O 2.93583 0.04434 -0.73946  0.140
39 C -2.00977 4.68899 -1.28891  -0.103
40 H -1.28385 5.45780 -0.99257  0.064
41 H -1.98205 4.57491 -2.37844  0.064
42 H -3.01838 5.02923 -1.00916  0.089
43 C -2.00419 -4.50482 -1.73534  -0.104
44 H -3.01797 -4.86203 -1.49804  0.089
45 H -1.96447 -4.30517 -2.81228  0.065
46 H -1.28952 -5.30354 -1.49841  0.063
47 C 1.27578 -4.76143 -1.13859  -0.108
48 H 2.28372 -5.17473 -0.97009  0.087
49 H 0.57238 -5.29828 -0.48365  0.072
50 H 1.01336 -4.94591 -2.19037  0.074
51 C 1.26683 4.86300 -0.65104  -0.107
52 H 0.56019 5.33608 0.04914  0.072
53 H 2.27600 5.24840 -0.43359  0.086
54 H 1.01443 5.15064 -1.68290  0.074
55 H 2.09885 2.92745 -1.11094  0.106
56 H 2.11586 -2.79713 -1.40773  0.106
57 H -2.51474 2.63471 -0.85929  0.098
58 H -2.49986 -2.48935 -1.15123  0.096
59 H -1.13420 0.15555 -3.12140  0.097
60 H -1.91771 0.04053 -0.95393  -0.065
61 S -1.31049 -0.03859 1.65724  0.687
62 C -0.26665 -0.16437 2.99431  -0.743
63 N 0.11334 0.95415 3.65956  0.025
64 C 0.51853 0.91765 5.06663  -0.162
65 C 1.32252 -0.32365 5.32321  -0.161
66 C 0.61467 -1.56640 4.79317  -0.154
67 N 0.17469 -1.34285 3.42954  0.026
68 H -0.33661 1.80351 3.31144  0.120
69 H -0.38699 0.92241 5.67989  0.132
70 H 1.09710 1.81991 5.24140  0.127
71 H 1.47465 -0.43858 6.40244  0.129
72 H 2.29249 -0.24331 4.82146  0.126
73 H -0.25764 -1.79299 5.42853  0.135
74 H 1.28390 -2.43225 4.77992  0.129
75 H -0.24232 -2.12496 2.93314  0.115